Record 1
Below is a structure of composition C10H12LuN2O6 in a non-equilibrium geometry, with properties calculated with the ωB97M-V functional and the def2-TZVPD basis.

Properties
Total charge   +3
Orbital gap   5.0 eV

The geometry in XYZ format:
```
31
C10H12LuN2O6 the ωB97M-V functional and the def2-TZVPD basis
O -0.2944 2.2226 -2.2096
C -0.1905 1.4103 -1.4086
Lu 0.0362 -0.3162 0.3004
O -1.9850 2.2841 1.5345
C -1.3005 1.4393 1.1463
C 1.2415 -0.9748 -1.6150
O 1.8582 -1.2701 -2.5477
C 1.7122 1.3641 0.2539
O 2.5196 2.1823 0.1653
C -1.8378 -0.5097 -1.1311
O -2.7624 -0.5628 -1.8263
C 1.3555 -0.8139 3.7837
N 0.9456 -2.2214 3.7925
C 1.2530 -3.0195 4.9774
C 0.3690 -2.6483 2.6708
O 0.2354 -1.7408 1.7446
N -0.0948 -3.8579 2.3254
C -0.1797 -5.0949 3.0904
C -0.6849 -3.9063 0.9945
H 1.7587 -0.5863 4.7778
H 0.5078 -0.1555 3.5459
H 2.0950 -0.6053 2.9936
H 0.3442 -3.4056 5.4657
H 1.9328 -3.8588 4.7542
H 1.7520 -2.3314 5.6642
H -1.2329 -5.3733 3.2265
H 0.3151 -5.8893 2.5201
H 0.2960 -5.0121 4.0644
H -1.5619 -3.2454 0.9169
H 0.0395 -3.5771 0.2360
H -0.9794 -4.9368 0.7979
```

Mulliken atomic charge list, values in e, 4 entries:
1. O -0.03
2. C 0.20
3. Lu 1.67
4. O -0.05



Record 2
Below is a cluster of 2 separate species, C3H11N2OS in total, with properties calculated with the ωB97M-V functional and the def2-TZVPD basis.

Properties
Total charge   -1
Orbital gap   6.3 eV
ΔE to the lowest compared entry with this formula, charge and spin   0.630 eV

The geometry in XYZ format:
```
18
C3H11N2OS the ωB97M-V functional and the def2-TZVPD basis
N 1.1315 -0.7548 2.5118
C 0.6447 0.5664 2.7206
O 1.3472 1.5089 1.8824
H 0.9082 -1.0301 1.5573
H 2.1131 -0.8008 2.7271
H -0.4105 0.5979 2.4570
H 0.8241 0.8494 3.7630
H 1.2340 2.4025 2.2012
C -0.6683 0.6250 -2.4517
C -1.5430 -0.4918 -1.8287
S -0.9355 -0.9597 -0.1768
N 0.7460 0.2878 -2.6067
H -0.7552 1.4621 -1.7573
H -1.0761 0.8976 -3.4354
H -1.5537 -1.3656 -2.4878
H -2.5485 -0.0711 -1.7369
H 0.7924 -0.6283 -3.0558
H 1.0551 0.0770 -1.6529
```

Mulliken atomic charge list, values in e, 4 entries:
1. N -0.56
2. C -0.31
3. O -0.51
4. H 0.17



Record 3
Below is the molecule C7H11N3S2 in a non-equilibrium geometry, with properties calculated with the ωB97M-V functional and the def2-TZVPD basis.

Properties
Total charge   0
Orbital gap   7.7 eV
ΔE to the lowest compared entry with this formula, charge and spin   0.705 eV

The geometry in XYZ format:
```
23
C7H11N3S2 the ωB97M-V functional and the def2-TZVPD basis
C 1.5224 -0.4449 -2.1364
C -2.0809 -0.3043 2.0701
C 0.7876 0.7861 -1.6743
C -2.8954 0.4137 0.9861
C 1.8402 0.2813 0.5519
C 2.3028 -1.0728 -0.0090
C 0.6290 0.7478 -0.1816
N 2.1669 -1.2483 -1.4227
N -1.0701 -1.0066 1.5721
N -2.2653 0.1443 -0.2899
S -2.4520 -0.2022 3.6577
S -0.8979 -0.8698 0.0062
H 1.4837 -0.6651 -3.1981
H 1.3543 1.6722 -1.9844
H -0.1862 0.8410 -2.1676
H -3.9330 0.0763 1.0255
H -2.8699 1.4888 1.1856
H 1.6378 0.1933 1.6196
H 2.6343 1.0234 0.4157
H 3.3568 -1.2472 0.2281
H 1.7303 -1.8808 0.4599
H 0.0764 1.5705 0.2569
H -2.8717 -0.2969 -0.9715
```

Mulliken atomic charge list, values in e, 4 entries:
1. C 0.00
2. C 0.10
3. C -0.63
4. C -0.39



Record 4
Below is a cluster of 2 separate species, C2H9NOS in total in a non-equilibrium geometry, with properties calculated with the ωB97M-V functional and the def2-TZVPD basis.

Properties
Total charge   0
Structure (SMILES)   NCO.CS
Orbital gap   10.0 eV
ΔE to the lowest compared entry with this formula, charge and spin   1.692 eV

The geometry in XYZ format:
```
14
C2H9NOS the ωB97M-V functional and the def2-TZVPD basis
C -0.7100 4.0330 -3.8005
S 1.1344 4.0041 -4.0271
H -0.7938 4.7259 -2.7750
H -1.2219 4.6704 -4.5827
H -1.1846 3.0912 -3.8732
H 1.0710 3.2443 -5.1050
N 0.4393 -3.3835 3.8477
C -0.1189 -2.9181 2.6359
O 0.6548 -2.2220 1.6634
H -0.0401 -4.0984 4.3893
H 0.7655 -2.5674 4.4435
H -0.5254 -3.8167 2.3128
H -0.9875 -2.3853 2.8247
H 1.5172 -2.3775 2.0463
```

Mulliken atomic charge list, values in e, 4 entries:
1. C -0.70
2. S -0.17
3. H 0.21
4. H 0.27



Record 5
Below is the molecule C7H7NO3 in a non-equilibrium geometry, with properties calculated with the ωB97M-V functional and the def2-TZVPD basis.

Properties
Total charge   0
Structure (SMILES)   NC(=O)c1ccc(O)c(O)c1
Orbital gap   8.2 eV
ΔE to the lowest compared entry with this formula, charge and spin   4.035 eV

The geometry in XYZ format:
```
18
C7H7NO3 the ωB97M-V functional and the def2-TZVPD basis
C -1.5335 -1.6005 0.5790
C -0.5974 -0.4501 0.2658
C -1.3285 0.8152 0.3543
C -0.7475 1.9381 -0.1750
C 0.6134 1.8717 -0.4689
C 1.3296 0.5209 -0.3980
C 0.7803 -0.6328 -0.0895
H -0.2003 -3.5035 0.6345
H -2.0606 -3.6019 0.8717
H -2.4047 0.6196 0.7683
H -0.9905 2.9674 0.0825
H 2.4541 2.8598 -0.3543
H 3.2781 -0.0008 -1.4625
H 1.3568 -1.4912 -0.1057
N -1.2229 -2.9561 0.5159
O -2.6722 -1.2071 0.7026
O 1.3916 3.0783 -0.5540
O 2.5542 0.7730 -1.1667
```

Mulliken atomic charge list, values in e, 4 entries:
1. C 0.48
2. C 0.57
3. C -0.68
4. C -0.53



Record 6
Below is a cluster of 2 separate species, C4H5IO in total in a non-equilibrium geometry, with properties calculated with the ωB97M-V functional and the def2-TZVPD basis.

Properties
Total charge   0
Orbital gap (spin up / spin down)   7.8 / 8.1 eV
ΔE to the lowest compared entry with this formula, charge and spin   4.488 eV

The geometry in XYZ format:
```
11
C4H5IO the ωB97M-V functional and the def2-TZVPD basis
C 2.5773 0.0921 -0.7251
C -0.5502 0.4792 0.0939
C -0.3193 -0.8705 0.8430
C 0.1733 -0.6736 -0.6287
O 2.4509 1.2532 -0.9331
I -0.5833 -1.7607 -2.3392
H 3.4407 -0.5327 -0.9609
H -1.6312 0.6674 -0.1860
H -0.0094 1.4512 0.2781
H 0.4647 -0.9816 1.5468
H -1.2134 -1.5798 0.8856
```

Mulliken atomic charge list, values in e, 4 entries:
1. C 0.07
2. C -0.39
3. C -0.50
4. C -0.08



Record 7
Below is the molecule C3H11N3 in a non-equilibrium geometry, with properties calculated with the ωB97M-V functional and the def2-TZVPD basis.

Properties
Total charge   0
Structure (SMILES)   C[C@H](N)CNN
Orbital gap   9.7 eV
ΔE to the lowest compared entry with this formula, charge and spin   2.377 eV

The geometry in XYZ format:
```
17
C3H11N3 the ωB97M-V functional and the def2-TZVPD basis
C -0.2108 0.9537 0.0026
C -0.2567 -0.4900 0.3379
C -1.8462 1.0716 -0.5600
N 1.2490 -0.7409 0.9060
N 1.7135 -2.0743 0.7768
N 0.6939 1.3564 -0.9979
H 1.2353 -0.5291 1.9031
H -0.1213 1.5920 0.8836
H 2.1175 -2.1922 -0.1480
H 0.9585 -2.7612 0.8763
H 1.6348 1.5022 -0.6579
H 0.6839 0.7611 -1.8171
H -0.3626 -1.1375 -0.5345
H -0.9617 -0.7381 1.1383
H -1.8991 0.6080 -1.5429
H -2.6133 0.6781 0.1019
H -2.0147 2.1402 -0.6682
```

Mulliken atomic charge list, values in e, 4 entries:
1. C 0.01
2. C -0.71
3. C -1.23
4. N -0.21



Record 8
Below is a cluster of 9 separate species, C16H39BF4N3O5 in total in a non-equilibrium geometry, with properties calculated with the ωB97M-V functional and the def2-TZVPD basis.

Properties
Total charge   -1
Orbital gap   9.5 eV
ΔE to the lowest compared entry with this formula, charge and spin   0.000 eV

The geometry in XYZ format:
```
68
C16H39BF4N3O5 the ωB97M-V functional and the def2-TZVPD basis
B 53.6778 90.7756 59.8239
F 54.4728 91.5400 60.5028
F 52.5423 90.2943 60.4396
F 53.2533 91.3098 58.6083
F 54.3164 89.5449 59.5008
C 51.4235 88.0930 58.3986
C 50.8447 86.6318 58.4531
N 50.4324 85.6063 58.5476
H 50.9221 88.8826 58.9413
H 52.4066 88.1663 58.8394
H 51.6485 88.3693 57.3476
C 50.6314 92.9570 59.4777
C 50.5343 93.9694 58.4079
N 50.4650 94.7107 57.5651
H 49.6946 92.9883 60.0883
H 51.0563 92.0147 59.1275
H 51.6475 93.0512 59.9486
C 53.4116 91.6682 63.2870
C 52.8114 91.9674 64.6194
N 52.3001 92.1035 65.6238
H 54.4095 91.4742 63.3953
H 53.0662 90.7354 62.8176
H 53.1183 92.4614 62.7301
C 55.1769 86.4403 55.6576
C 54.5184 87.3904 56.7497
O 55.3671 87.9319 57.6506
H 54.6476 85.9001 54.9741
H 55.8506 85.4893 56.0984
H 55.7898 87.1718 55.1352
H 53.9183 86.6355 57.0974
H 53.9606 88.1585 56.1586
H 55.0838 88.5369 58.2805
C 52.8102 92.6176 54.0046
C 53.0170 92.4883 55.5119
O 52.8243 91.2076 55.9530
H 53.1573 93.6489 53.8102
H 51.8543 92.6081 53.5379
H 53.4373 91.9942 53.3230
H 52.5868 93.2051 56.1946
H 54.0216 92.6758 55.9249
H 53.0010 91.1851 56.8747
C 50.4187 88.9980 63.9837
C 50.0733 90.0775 62.8559
O 50.0543 89.5282 61.5680
H 49.9988 88.0106 63.9978
H 50.1212 89.5567 64.9022
H 51.5379 88.7526 63.9901
H 50.5143 91.1313 63.0298
H 49.1066 90.3171 62.9592
H 50.8334 89.7500 61.0802
C 58.2691 92.2875 57.9429
C 56.9536 91.8622 58.2953
O 56.7403 92.3424 59.6582
H 58.1994 93.3798 57.9246
H 58.5379 91.8708 57.0184
H 59.2362 92.0282 58.4166
H 56.8603 90.6940 58.3857
H 56.0218 92.2715 57.8774
H 55.9565 92.0444 60.1748
C 54.4052 94.6076 59.1171
C 55.0473 95.0155 60.3848
O 54.1083 95.3243 61.3636
H 55.1479 94.1281 58.3724
H 53.9944 95.4650 58.6877
H 53.4974 93.9548 59.2257
H 55.5874 95.9493 60.1517
H 55.9455 94.4438 60.9038
H 54.5124 95.5239 62.2181
```

Mulliken atomic charge list, values in e, 4 entries:
1. B -0.16
2. F -0.21
3. F -0.14
4. F -0.22



- Look up the total charge of the eighth one.
  -1



- What is the formula in the eighth record?
  C16H39BF4N3O5



- Among the records above, which one has the highest total charge?
  C10H12LuN2O6